(1)
107
Properties=species:S:1:pos:R:3 method="wB97M-V/def2-TZVPD" e_above_lowest_kcal_mol=0.00 energy_ha=-3845.6520 orbital_gap_ha=0.298 homo_ev=-10.29 largest_force_ev_per_a=0.27 charge=+1
Sc -0.42 -1.43 0.59
C 1.21 -1.94 3.56
N 0.51 -2.47 2.38
C 0.31 -3.75 2.31
C -0.41 -4.31 1.23
C -0.74 -5.63 0.91
C -1.46 -5.57 -0.29
C -1.53 -4.23 -0.65
N -0.90 -3.45 0.26
C 0.27 -1.11 4.39
C -0.78 -1.71 5.08
C -1.68 -0.94 5.80
C -1.54 0.44 5.85
C -0.49 1.05 5.18
C 0.41 0.27 4.46
H 2.05 -1.34 3.22
H 1.61 -2.78 4.14
H 0.70 -4.41 3.09
H -0.48 -6.51 1.48
H -1.88 -6.39 -0.84
H -2.01 -3.79 -1.51
H -0.91 -2.79 5.03
H -2.50 -1.42 6.33
H -2.24 1.03 6.41
H -0.37 2.12 5.22
H 1.23 0.75 3.93
Cl 3.61 -2.07 0.36
C 2.83 -1.12 -0.93
C 2.16 -1.99 -2.82
C 1.28 -0.85 -3.38
C 2.19 0.36 -3.64
C 3.29 1.15 -1.89
C 2.58 0.40 -0.71
P 2.48 0.76 1.09
C 2.21 2.56 1.28
C 3.11 3.50 0.78
C 2.88 4.86 0.97
C 1.75 5.29 1.66
C 0.86 4.36 2.18
C 1.09 3.00 1.99
C 4.20 0.69 1.72
C 4.37 0.73 3.10
C 5.65 0.73 3.65
C 6.76 0.69 2.82
C 6.59 0.65 1.44
C 5.32 0.65 0.89
H 2.19 -2.95 -3.31
H 0.63 -1.14 -4.21
H 2.23 0.69 -4.68
H 4.04 1.91 -1.68
H 4.01 3.18 0.27
H 3.58 5.58 0.57
H 1.58 6.34 1.81
H -0.01 4.69 2.73
H 0.38 2.28 2.37
H 3.51 0.77 3.75
H 5.77 0.77 4.72
H 7.75 0.69 3.24
H 7.46 0.62 0.79
H 5.20 0.60 -0.18
C -3.55 -1.76 -4.58
C -3.78 -0.28 -4.64
C -4.90 0.25 -5.28
C -5.12 1.62 -5.33
C -4.22 2.50 -4.75
C -3.10 1.99 -4.11
C -2.89 0.62 -4.06
N -1.73 0.13 -3.36
C -1.78 -0.36 -2.09
N -2.98 -0.27 -1.48
C -3.26 -0.17 -0.08
C -2.32 -0.48 0.90
C -2.71 -0.28 2.23
C -3.97 0.17 2.57
C -4.88 0.44 1.56
C -4.55 0.27 0.22
C -5.56 0.58 -0.86
N -0.73 -0.88 -1.50
C 0.63 -0.64 -1.94
C 1.54 -1.78 -1.41
C 3.47 -1.32 -2.34
C 3.58 0.06 -2.97
C 1.93 1.44 -2.57
C 1.19 0.72 -1.43
C 0.16 1.64 -0.79
H -4.35 -2.30 -5.08
H -3.49 -2.12 -3.55
H -2.61 -2.03 -5.07
H -5.62 -0.42 -5.74
H -6.00 2.00 -5.83
H -4.39 3.57 -4.79
H -2.38 2.65 -3.64
H -0.92 -0.10 -3.90
H -3.72 0.06 -2.07
H -2.01 -0.50 3.04
H -4.24 0.32 3.61
H -5.88 0.79 1.81
H -6.50 0.91 -0.42
H -5.78 -0.30 -1.47
H -5.22 1.38 -1.52
H 1.12 -2.63 -0.87
H 4.37 -1.92 -2.35
H 4.45 0.22 -3.59
H 1.58 2.43 -2.85
H 0.58 2.62 -0.60
H -0.28 1.29 0.15
H -0.67 1.77 -1.49

(2)
111
Properties=species:S:1:pos:R:3 method="wB97M-V/def2-TZVPD" energy_ha=-9563.3574 orbital_gap_ha="0.252 / 0.234" spin_multiplicity=2 homo_ev="-6.91 / -6.28" largest_force_ev_per_a=2.05
V 0.64 0.59 0.00
C -2.44 -1.00 -2.22
N -1.78 0.31 -1.96
P -1.77 0.77 -0.27
C -3.40 0.04 0.21
C -4.51 0.39 -0.56
C -5.77 -0.08 -0.24
C -5.94 -0.88 0.89
C -4.85 -1.20 1.68
C -3.59 -0.75 1.33
C -2.45 2.46 -0.04
C -3.15 3.26 -0.93
C -3.68 4.47 -0.51
C -3.53 4.88 0.81
C -2.83 4.09 1.71
C -2.30 2.88 1.28
P -0.08 0.42 -2.41
C 0.03 -0.65 -3.91
C 1.14 -1.46 -4.14
C 1.24 -2.19 -5.31
C 0.24 -2.14 -6.26
C -0.87 -1.33 -6.04
C -0.96 -0.58 -4.88
C -0.04 1.95 -3.44
C 1.20 2.47 -3.78
C 1.29 3.58 -4.60
C 0.14 4.19 -5.08
C -1.10 3.68 -4.74
C -1.19 2.56 -3.93
H -3.40 -0.85 -2.73
H -2.62 -1.57 -1.31
H -1.82 -1.62 -2.86
H -4.38 1.03 -1.43
H -6.62 0.17 -0.85
H -6.93 -1.23 1.16
H -4.98 -1.81 2.56
H -2.74 -1.00 1.94
H -3.26 2.97 -1.97
H -4.21 5.10 -1.21
H -3.95 5.82 1.13
H -2.70 4.40 2.73
H -1.74 2.25 1.98
H 1.94 -1.48 -3.41
H 2.12 -2.81 -5.48
H 0.31 -2.72 -7.17
H -1.65 -1.27 -6.79
H -1.82 0.06 -4.73
H 2.10 1.99 -3.41
H 2.26 3.98 -4.85
H 0.21 5.06 -5.72
H -2.00 4.15 -5.11
H -2.16 2.17 -3.64
Se -0.52 -0.67 3.84
P -0.21 -2.36 2.56
Se 0.04 -2.08 0.38
C -1.45 -3.68 2.86
C -1.45 -4.82 2.06
C -2.26 -5.89 2.39
C -3.09 -5.82 3.51
C -3.11 -4.67 4.28
C -2.28 -3.60 3.96
C 1.28 -3.25 3.15
C 2.25 -3.75 2.28
C 3.40 -4.33 2.79
C 3.58 -4.45 4.16
C 2.59 -4.00 5.02
C 1.45 -3.39 4.52
H -0.81 -4.86 1.18
H -2.26 -6.78 1.78
H -3.71 -6.67 3.77
H -3.77 -4.61 5.14
H -2.29 -2.70 4.56
H 2.09 -3.67 1.21
H 4.17 -4.69 2.11
H 4.48 -4.89 4.55
H 2.71 -4.12 6.09
H 0.69 -3.00 5.19
F -0.51 5.74 -1.39
C 0.13 4.90 -0.56
C 0.05 3.55 -0.78
C 0.69 2.62 0.05
C 1.42 3.16 1.14
C 1.48 4.54 1.33
F 2.18 5.07 2.36
C 0.85 5.44 0.49
C 2.05 2.18 1.99
C 3.01 2.44 2.97
C 3.61 1.39 3.65
C 3.23 0.09 3.34
C 2.27 -0.09 2.37
N 1.68 0.91 1.68
H -0.55 3.22 -1.61
H 0.91 6.50 0.66
H 3.29 3.45 3.20
H 4.36 1.59 4.41
H 3.64 -0.77 3.84
H 1.95 -1.09 2.13
O 2.73 0.19 -2.24
S 2.77 0.10 -0.76
C 4.32 1.00 -0.31
C 5.31 -0.03 0.19
C 5.02 -1.31 -0.59
C 3.53 -1.53 -0.43
H 4.09 1.78 0.42
H 4.62 1.46 -1.25
H 5.16 -0.21 1.26
H 6.34 0.31 0.06
H 5.60 -2.16 -0.23
H 5.25 -1.16 -1.65
H 3.27 -1.84 0.59
H 3.08 -2.22 -1.15